Formula: C43H54N6O6SV
Source: the OMol25 dataset
Level of theory: wB97M-V/def2-TZVPD

Summary:
- HOMO-LUMO gap (alpha / beta) (eV) = 5.68 / 5.90
- LUMO (alpha / beta) (eV) = -0.8 / -0.9
- 2S+1 = 4
- net charge = 0

```
111
C43H54N6O6SV | the OMol25 dataset | wB97M-V/def2-TZVPD
V 0.2717 -0.4137 -0.4389
C -4.4008 0.9606 -5.6070
C -4.5884 -0.4020 -4.9239
C -4.9001 -1.4319 -6.0102
C -5.7932 -0.3280 -3.9750
C -3.3393 -0.7704 -4.1203
C -2.8668 0.1192 -3.1611
C -1.7699 -0.2032 -2.3636
N -1.1701 0.6082 -1.3770
C -1.7230 1.7692 -0.9226
C -3.1003 2.0149 -0.8003
C -3.5826 3.1648 -0.2166
C -2.6640 4.1257 0.2815
C -1.3109 3.9594 0.2381
C -0.7741 2.7738 -0.4102
O 0.4491 2.5991 -0.5730
C -0.3443 4.9676 0.8565
C -1.0852 6.1171 1.5446
C 0.5236 4.2782 1.9277
C 0.5566 5.5709 -0.2327
C -5.0926 3.3453 -0.0664
C -5.7528 3.2578 -1.4491
C -5.4682 4.6922 0.5548
C -5.6445 2.2308 0.8346
C -1.0539 -1.3915 -2.6271
O 0.1107 -1.5483 -1.9988
C -1.5312 -2.3223 -3.5659
C -2.6794 -1.9841 -4.2801
C -0.7937 -3.6408 -3.8039
C 0.5995 -3.3615 -4.3905
C -1.5398 -4.5479 -4.7856
C -0.6543 -4.4105 -2.4806
H -5.2858 1.2116 -6.1988
H -3.5354 0.9429 -6.2733
H -4.2494 1.7622 -4.8825
H -5.7773 -1.1105 -6.5764
H -5.1225 -2.4138 -5.5866
H -4.0686 -1.5410 -6.7102
H -6.7038 -0.0690 -4.5241
H -5.6384 0.4270 -3.2033
H -5.9513 -1.2870 -3.4764
H -3.3516 1.0764 -3.0489
H -3.7909 1.2392 -1.0991
H -3.0670 5.0114 0.7488
H -1.7505 5.7566 2.3328
H -1.6744 6.7038 0.8355
H -0.3567 6.7892 2.0030
H -0.1077 3.8578 2.7160
H 1.1969 5.0120 2.3806
H 1.1152 3.4784 1.4845
H -0.0458 6.0985 -0.9766
H 1.1335 4.7979 -0.7363
H 1.2459 6.2923 0.2164
H -5.3680 4.0343 -2.1142
H -6.8347 3.3856 -1.3592
H -5.5688 2.2916 -1.9190
H -5.0961 5.5299 -0.0399
H -5.0824 4.7916 1.5717
H -6.5553 4.7762 0.6041
H -5.4700 1.2432 0.4030
H -6.7225 2.3549 0.9679
H -5.1690 2.2558 1.8179
H -3.0578 -2.6893 -5.0052
H 0.5122 -2.8271 -5.3400
H 1.1222 -4.3049 -4.5791
H 1.1962 -2.7622 -3.7047
H -1.6001 -4.1062 -5.7834
H -2.5543 -4.7684 -4.4454
H -1.0036 -5.4956 -4.8750
H -0.0770 -3.8372 -1.7587
H -0.1542 -5.3681 -2.6551
H -1.6384 -4.6160 -2.0503
C 3.2657 1.0954 2.4027
C 2.3234 0.8794 1.2578
N 1.0834 0.5813 1.4228
N 0.6724 0.3927 2.7049
C -0.6432 0.4403 3.1263
N -0.7574 -0.0576 4.3923
S -1.8943 1.0343 2.2682
C 2.8241 0.9851 -0.1346
C 4.0668 1.5170 -0.4465
C 4.4374 1.5992 -1.7824
C 3.5822 1.1289 -2.7610
C 2.3703 0.5812 -2.3705
N 2.0153 0.5244 -1.0946
H 3.2869 0.2202 3.0594
H 2.9510 1.9592 2.9943
H 4.2856 1.2549 2.0774
H 1.3794 0.3628 3.4157
H -0.1402 -0.8041 4.6776
H -1.7021 -0.1243 4.7281
H 4.7337 1.8915 0.3136
H 5.3940 2.0291 -2.0493
H 3.8388 1.1730 -3.8095
H 1.6574 0.1658 -3.0696
O 1.9402 -1.8464 0.1282
C 1.8055 -2.9898 0.5625
C 0.6029 -3.5867 1.0690
C 0.6662 -4.9055 1.5320
C -0.4611 -5.4917 2.0446
C -1.6807 -4.7980 2.1154
C -1.7620 -3.5089 1.6718
C -0.6241 -2.8537 1.1221
O -0.7185 -1.6515 0.7061
N -0.3920 -6.8652 2.5317
O -1.4121 -7.3682 2.9665
O 0.6840 -7.4367 2.4841
H 2.6967 -3.6367 0.5944
H 1.5920 -5.4635 1.4896
H -2.5437 -5.3056 2.5220
H -2.6909 -2.9558 1.7080
```

Formula: C17H48FN7O4P2S
Source: the OMol25 dataset
Level of theory: wB97M-V/def2-TZVPD

Summary:
- HOMO-LUMO gap (eV) = 8.63
- LUMO (eV) = 0.6
- structure (SMILES) = CN(C)P(=O)(N(C)C)N(C)C.CN(C)P(=O)(N(C)C)N(C)C.CCCN(CC)S(=O)(=O)F
- net charge = 0

```
80
C17H48FN7O4P2S | the OMol25 dataset | wB97M-V/def2-TZVPD
C -1.6843 3.0789 -6.8753
N -1.8321 4.1374 -5.9031
C -3.1685 4.7055 -5.8507
P -0.6214 4.8297 -4.9306
O -1.2816 4.8299 -3.5812
N 0.6943 3.7578 -4.5823
C 0.6266 2.3424 -4.8885
C 1.2918 3.9690 -3.2702
N 0.2446 5.4758 -6.2672
C -0.4403 6.5529 -7.0134
C 1.7122 5.5674 -6.2923
H -0.7471 3.1556 -7.4327
H -2.4828 3.1232 -7.6195
H -1.7349 2.0926 -6.4039
H -3.3475 5.3772 -6.7017
H -3.3110 5.2829 -4.9379
H -3.9338 3.9251 -5.8594
H -0.2350 1.8473 -4.4176
H 1.5338 1.8447 -4.5422
H 0.5954 2.1706 -5.9652
H 0.7173 3.4886 -2.4693
H 1.3513 5.0348 -3.0414
H 2.3138 3.5815 -3.2579
H -1.0959 6.1236 -7.7758
H 0.2595 7.2074 -7.5263
H -1.0489 7.1804 -6.3605
H 2.1315 4.6335 -6.6656
H 2.1457 5.7707 -5.3157
H 2.0512 6.3563 -6.9646
C -3.8977 -4.5714 5.1397
N -2.7658 -4.8305 4.2797
C -3.1325 -5.1988 2.9219
P -1.1203 -4.8535 4.7043
O -0.5130 -4.0171 3.6149
N -0.7492 -3.8311 6.0564
C -1.7116 -2.8833 6.5804
C 0.5771 -3.2303 5.9904
N -1.2855 -6.2045 5.7521
C -1.6169 -7.4871 5.0945
C -0.5061 -6.3486 6.9906
H -3.7705 -5.0052 6.1351
H -4.8052 -5.0193 4.7291
H -4.0843 -3.4982 5.2432
H -3.4862 -6.2377 2.8750
H -2.2798 -5.1091 2.2497
H -3.9187 -4.5479 2.5313
H -2.0701 -2.1769 5.8180
H -1.2603 -2.3070 7.3904
H -2.5658 -3.3916 7.0288
H 0.6048 -2.3456 5.3434
H 1.3053 -3.9445 5.6021
H 0.9060 -2.9493 6.9944
H -2.6994 -7.5776 4.9725
H -1.2885 -8.3445 5.6760
H -1.1584 -7.5721 4.1084
H -1.0203 -5.8436 7.8080
H 0.4993 -5.9404 6.9142
H -0.4062 -7.3951 7.2797
C 0.3609 -1.1229 1.3032
C 1.3927 -0.6954 0.2143
C 2.3430 0.3013 0.8694
N 3.6365 0.5229 0.1830
C 4.3524 1.6980 0.6989
C 3.6594 3.0621 0.4856
S 3.5701 0.5078 -1.4639
O 3.5885 -0.8243 -1.9493
O 4.6316 1.3088 -1.9719
F 2.2448 1.2167 -1.9013
H 0.7003 -2.0412 1.7742
H -0.6430 -1.2041 0.8982
H 0.3368 -0.3264 2.0507
H 1.8861 -1.5964 -0.1354
H 0.8048 -0.2308 -0.5734
H 1.7899 1.2261 1.0555
H 2.5956 -0.1097 1.8496
H 4.4608 1.5372 1.7719
H 5.3615 1.7556 0.3071
H 2.8598 3.0274 -0.2509
H 3.2010 3.3705 1.4272
H 4.3827 3.8362 0.2453
```

Formula: C22H16N3O7Zr
Source: the OMol25 dataset
Level of theory: wB97M-V/def2-TZVPD

Summary:
- HOMO-LUMO gap (eV) = 6.45
- LUMO (eV) = -4.6
- net charge = +1

```
49
C22H16N3O7Zr | the OMol25 dataset | wB97M-V/def2-TZVPD
Zr 0.0732 0.3564 -0.0067
O 3.4803 2.9189 1.0260
C 2.3282 2.4040 0.7081
O 2.1561 1.2084 0.4702
C 1.1762 3.3398 0.6384
C 1.1656 4.6959 0.8742
C -0.0608 5.3557 0.7502
C -1.2029 4.6520 0.4069
C -1.0907 3.2836 0.1907
N 0.0726 2.6698 0.3060
C -2.2282 2.3414 -0.1769
O -3.3456 2.7366 -0.3198
O -1.7919 1.0985 -0.3005
H 4.1669 2.2297 1.0466
H 2.0703 5.2219 1.1434
H -0.1140 6.4215 0.9259
H -2.1686 5.1272 0.3048
C -0.2343 -0.3975 5.7988
O -0.1544 -0.4412 4.3805
C -0.5955 -1.5669 3.7733
C -1.1137 -2.6774 4.4171
C -1.5375 -3.7919 3.6896
C -1.4451 -3.8034 2.3199
C -0.9329 -2.6847 1.6431
C -0.8135 -2.7474 0.2058
N -0.4349 -1.7770 -0.5519
N -0.3059 -2.1015 -1.9056
C 0.2890 -1.1433 -2.5286
O 0.6891 -0.0476 -1.8706
C 0.5481 -1.2091 -3.9732
C 0.0965 -2.3000 -4.7153
C 0.3393 -2.3525 -6.0757
C 1.0305 -1.3219 -6.7014
C 1.4799 -0.2359 -5.9649
C 1.2392 -0.1772 -4.6016
C -0.5088 -1.5705 2.3718
O -0.0141 -0.4899 1.7495
H 0.1604 0.5704 6.0915
H 0.3690 -1.1870 6.2519
H -1.2688 -0.4843 6.1376
H -1.1929 -2.6910 5.4943
H -1.9370 -4.6470 4.2161
H -1.7667 -4.6658 1.7508
H -1.0365 -3.6944 -0.2808
H -0.4424 -3.0937 -4.2175
H -0.0120 -3.1973 -6.6525
H 1.2173 -1.3665 -7.7662
H 2.0170 0.5662 -6.4530
H 1.5846 0.6659 -4.0199
```

Formula: C22H30N2O3
Source: the OMol25 dataset
Level of theory: wB97M-V/def2-TZVPD

Summary:
- HOMO-LUMO gap (eV) = 8.80
- LUMO (eV) = 0.7
- structure (SMILES) = COc1ccccc1/C=C/CN1CCN(Cc2ccc(C)o2)[C@@H](CCO)C1
- net charge = 0

```
57
C22H30N2O3 | the OMol25 dataset | wB97M-V/def2-TZVPD
C -5.1350 -0.7183 -2.9586
O -4.5385 -0.1402 -1.8252
C -4.9116 -0.5814 -0.5881
C -5.8274 -1.6017 -0.3706
C -6.1396 -1.9990 0.9194
C -5.5435 -1.3819 2.0031
C -4.6313 -0.3646 1.7929
C -4.2938 0.0537 0.5100
C -3.3445 1.1299 0.2598
C -2.4102 1.5656 1.1019
C -1.4181 2.6353 0.7456
N -0.1416 2.1286 0.2530
C -0.2421 1.4288 -1.0124
C 1.1755 1.1950 -1.5408
N 2.0234 0.4588 -0.6212
C 1.8384 -0.9873 -0.6356
C 3.0530 -1.6381 -0.0601
C 3.2576 -2.3852 1.0607
C 4.6509 -2.6457 1.1149
C 5.1978 -2.0326 0.0276
C 6.5985 -1.9230 -0.4565
O 4.2300 -1.4255 -0.6903
C 2.0014 1.0339 0.7225
C 2.8615 2.3022 0.7852
C 4.3250 2.0187 0.4305
O 4.5253 1.7056 -0.9202
C 0.5671 1.3031 1.2105
H -4.7001 -0.2028 -3.8140
H -4.9112 -1.7877 -3.0316
H -6.2201 -0.5723 -2.9633
H -6.3073 -2.0972 -1.2000
H -6.8557 -2.7932 1.0697
H -5.7922 -1.6874 3.0082
H -4.1823 0.1317 2.6395
H -3.4234 1.5821 -0.7200
H -2.2794 1.1037 2.0710
H -1.1992 3.2515 1.6232
H -1.8264 3.2792 -0.0383
H -0.7934 2.0533 -1.7184
H -0.7766 0.4664 -0.9138
H 1.1394 0.6588 -2.4915
H 1.6444 2.1664 -1.7159
H 0.9540 -1.3302 -0.0774
H 1.7266 -1.2938 -1.6803
H 2.5144 -2.7132 1.7592
H 5.1692 -3.2070 1.8653
H 7.2838 -2.2671 0.3122
H 6.7430 -2.5241 -1.3541
H 6.8200 -0.8870 -0.7068
H 2.4525 0.2932 1.3950
H 2.4595 3.0585 0.1129
H 2.8220 2.6965 1.8016
H 4.6966 1.2021 1.0725
H 4.9318 2.9078 0.6268
H 3.9067 0.9873 -1.1356
H 0.6046 1.8265 2.1684
H 0.0588 0.3340 1.3685
```

Formula: C23H22BrN4O8SSeW
Source: the OMol25 dataset
Level of theory: wB97M-V/def2-TZVPD

Summary:
- HOMO-LUMO gap (alpha / beta) (eV) = 6.50 / 6.75
- LUMO (alpha / beta) (eV) = -3.6 / -3.9
- 2S+1 = 3
- net charge = +1

```
61
C23H22BrN4O8SSeW | the OMol25 dataset | wB97M-V/def2-TZVPD
W 0.3279 -0.3011 -0.2853
O -0.6465 0.4436 2.2710
C -2.0332 0.3362 2.4710
C -2.7583 0.1066 1.1650
C -4.1313 0.2909 1.2051
C -4.9191 -0.0098 0.1117
C -4.2755 -0.5102 -1.0083
C -2.9061 -0.6320 -0.9937
N -2.1078 -0.3122 0.0484
H -0.1878 0.2863 3.1023
H -2.4159 1.2480 2.9389
H -2.2567 -0.5138 3.1235
H -4.5814 0.6472 2.1229
H -5.9904 0.1322 0.1355
H -4.8253 -0.8064 -1.8906
H -2.4178 -1.0168 -1.8710
O 2.1668 4.7686 1.6865
C 1.0044 4.9544 1.1006
O 0.4915 6.0332 0.9724
C 0.2884 3.7472 0.5684
C -0.9481 3.8158 -0.0250
N -1.3042 2.5777 -0.3864
N -0.3529 1.6786 -0.0875
C 0.6285 2.3863 0.5229
C 1.7307 1.6117 1.1046
O 2.6835 2.1038 1.6576
O 1.5300 0.3063 0.9942
H 2.4637 3.8273 1.7119
H -1.5708 4.6785 -0.1995
H -2.1397 2.2824 -0.8685
Br -0.5378 -2.8087 -2.1907
C -0.3585 -1.1720 -3.1308
C -0.3942 -1.1518 -4.5041
C -0.3092 0.0652 -5.1583
C -0.1727 1.2006 -4.3655
C -0.1427 1.0976 -3.0034
N -0.2507 -0.0782 -2.3135
H -0.5134 -2.0790 -5.0458
H -0.3497 0.1313 -6.2358
H -0.0851 2.1762 -4.8232
H -0.0118 1.9797 -2.3983
Se 0.0121 -2.1697 1.2448
C 0.1193 -4.0183 0.6096
C -1.0338 -4.7912 0.6278
C -0.9790 -6.1094 0.1976
C 0.2208 -6.6452 -0.2497
C 1.3697 -5.8665 -0.2579
C 1.3248 -4.5469 0.1711
H -1.9598 -4.3599 0.9867
H -1.8765 -6.7141 0.2106
H 0.2660 -7.6711 -0.5905
H 2.3066 -6.2895 -0.5969
H 2.2185 -3.9367 0.1748
C 3.6692 -0.7546 -2.7729
S 2.8616 -0.4390 -1.2304
O 1.7587 -1.4747 -1.0808
O 3.8226 -0.4932 -0.1921
O 2.0356 0.7899 -1.3848
H 3.9041 -1.8156 -2.8204
H 4.5859 -0.1689 -2.7738
H 3.0196 -0.4523 -3.5912
```

Formula: C32H58ClI2NO3P
Source: the OMol25 dataset
Level of theory: wB97M-V/def2-TZVPD

Summary:
- HOMO-LUMO gap (eV) = 7.09
- LUMO (eV) = -2.6
- net charge = +1

```
98
C32H58ClI2NO3P | the OMol25 dataset | wB97M-V/def2-TZVPD
C 4.9766 1.0068 -0.7450
C 3.7511 0.6087 -0.9659
C 2.5381 1.5446 -1.2990
C 3.1738 2.4861 -2.3626
I 4.0462 1.3309 -4.0502
C 3.3987 3.7744 -2.6038
C 4.0621 4.3672 -3.8317
I 2.8868 5.2707 -1.2236
C 1.6465 0.5824 -2.2287
C 0.3192 0.0527 -1.6842
C -0.1205 -1.1925 -2.4854
C 0.7313 -2.4380 -2.2537
O 0.4526 -3.4756 -2.7014
N 0.1768 -0.1255 -0.2129
C -1.2899 -0.0125 0.1194
C -1.7869 -1.1558 1.0456
C -3.3114 -1.0411 1.1875
O -3.8095 -1.3506 2.1816
O -4.1123 -0.5491 0.1648
C 1.1566 0.5923 0.6606
C 0.7375 0.6617 2.1286
C 1.2864 -0.5132 2.9968
C 0.3763 -0.5858 4.2694
Cl 1.2055 -2.1120 2.1823
C 1.8038 1.9078 0.0541
C 2.8625 2.5319 1.0766
C 2.3790 3.7195 1.9165
C 3.6730 1.5519 1.9875
C 3.6834 1.8240 3.5249
P 0.2759 2.9879 -0.2280
C -0.2100 3.4464 -1.9273
C -0.7198 4.9198 -2.1062
C -0.7941 3.4513 1.1702
C -1.0673 5.0018 1.2430
H 5.6226 0.4132 -0.1068
H 5.3909 1.9098 -1.1858
H 3.5543 -0.4617 -0.8823
H 4.0694 5.4568 -3.7780
H 5.0937 4.0274 -3.9298
H 3.5012 4.1030 -4.7297
H 2.2251 -0.2907 -2.5280
H 1.3623 1.1098 -3.1382
H -0.4355 0.7844 -1.9752
H -1.1549 -1.4632 -2.2332
H -0.1522 -0.9211 -3.5434
H 1.6488 -2.3585 -1.6160
H 0.3385 -1.1277 -0.0476
H -1.5513 0.9193 0.6181
H -1.9319 -0.1190 -0.7535
H -1.4026 -1.0895 2.0560
H -1.6181 -2.1351 0.5785
H -4.0530 0.4189 0.2208
H 2.0090 -0.1035 0.6995
H -0.3321 0.7026 2.3426
H 1.1214 1.5310 2.6622
H 2.2847 -0.3077 3.3712
H -0.1077 0.3665 4.4877
H 0.9650 -0.9524 5.1111
H -0.3747 -1.3565 4.0761
H 3.6162 2.9406 0.4004
H 1.8385 4.4984 1.3797
H 1.7362 3.4783 2.7681
H 3.2665 4.2198 2.3162
H 4.7343 1.6266 1.7420
H 3.4483 0.4880 1.8962
H 2.6904 1.9412 3.9666
H 4.3022 2.6833 3.7827
H 4.1509 0.9507 3.9941
H -1.0723 2.8382 -2.2443
H 0.5464 3.2955 -2.6989
H -1.7979 4.9635 -1.9281
H -0.2586 5.5925 -1.3879
H -0.5369 5.2587 -3.1266
H -1.7982 3.0010 1.1103
H -0.3913 3.1969 2.1474
H -1.2358 5.2961 2.2806
H -0.1710 5.5170 0.8900
H -1.9094 5.2838 0.6144
C -3.5832 -4.0051 -2.0506
C -3.9978 -4.1861 -0.5932
C -3.1923 -5.2607 0.1365
C -3.3345 -6.6738 -0.4297
C -4.7651 -7.2095 -0.4789
C -5.4138 -7.3311 0.8963
H -3.7488 -4.9107 -2.6342
H -4.1645 -3.2052 -2.5143
H -2.5239 -3.7390 -2.1262
H -5.0661 -4.4074 -0.5402
H -3.8577 -3.2353 -0.0714
H -3.4805 -5.2591 1.1920
H -2.1303 -4.9853 0.1157
H -2.7234 -7.3512 0.1750
H -2.9102 -6.7086 -1.4374
H -4.7463 -8.1974 -0.9457
H -5.3853 -6.5788 -1.1224
H -4.8330 -7.9924 1.5428
H -6.4179 -7.7479 0.8069
H -5.5042 -6.3618 1.3897
```

Question: What is the net charge in the third record?
Answer: +1